Entry from OMol25: a molecular structure, C4H12N2O2 at a distorted geometry (the ωB97M-V functional and the def2-TZVPD basis).

Element x y z (Å)
C  1.828324  -0.937815  0.963941
O  0.718903  -1.406718  1.429471
O  2.646315  -1.786309  0.228766
H  -0.281055  -0.679613  0.668547
H  2.156382  -2.611067  0.104748
H  2.462756  -0.309478  1.607751
H  1.468932  -0.017907  0.044617
C  -1.800410  -0.457459  -0.851854
C  -1.138317  1.242512  0.784243
N  -0.704861  0.104913  -0.042213
C  0.545146  0.457210  -0.940735
N  0.774326  1.632537  -1.418293
H  0.571290  2.400931  -0.785223
H  0.682119  -0.391978  -1.614890
H  -2.631889  -0.735987  -0.204118
H  -1.443389  -1.343685  -1.372626
H  -2.130175  0.280138  -1.584590
H  -0.290644  1.596001  1.368756
H  -1.924930  0.913739  1.461727
H  -1.508824  2.050034  0.151970

Atomic forces in eV per Å
-0.5 0.6 -0.7
-0.2 0.0 -0.1
0.0 -0.1 0.1
0.1 0.3 -0.3
-0.1 0.1 0.0
0.0 0.0 -0.1
0.4 -0.4 0.7
0.2 0.1 0.0
0.1 0.0 -0.1
0.8 -0.2 0.4
-1.0 0.2 -0.4
0.2 -0.3 0.4
-0.2 0.0 0.0
0.1 -0.1 0.1
0.1 0.0 0.0
0.0 0.0 0.0
0.0 0.0 0.0
0.0 0.0 0.0
0.0 0.0 0.0
0.0 0.0 0.0

Summary:
Relative energy (zero: lowest compared OMol25 entry of this formula, charge and spin) in eV: 4.638
Multiplicity: 1
DFT total energy in eV: -11414.5786
Highest occupied orbital energy in eV: -7.920
Largest force on an atom in eV/A: 1.12
Kohn-Sham gap in eV: 8.52